Molecular formula: C5H13N2
Method: DFT, ωB97M-V with the def2-TZVPD basis set

The geometry in XYZ format:
```
20
C5H13N2 | the Open Molecules 2025 dataset | ωB97M-V with the def2-TZVPD basis set
C -1.4389 1.3848 0.0103
C -0.7246 0.0316 0.0415
C -1.6511 -1.1994 0.1226
C 0.4605 -0.1942 1.1011
C 1.4380 -0.4324 0.0157
N 2.6177 0.3078 -0.0049
N 0.3082 0.0221 -1.0951
H -2.2227 1.3152 0.6424
H -1.8178 1.4412 -0.9436
H -0.8997 2.3034 0.1475
H -2.4283 -1.1643 -0.6204
H -1.9407 -1.2226 1.0784
H -1.0152 -2.0805 -0.2842
H 0.3679 -1.0234 1.6621
H 0.5490 0.7313 1.6849
H 1.6579 -1.3498 -0.4101
H 3.3701 0.0783 -0.5676
H 2.7942 0.7504 0.8498
H 0.5312 0.8795 -1.5700
H 0.0444 -0.5790 -1.8604
```

Summary:
DFT total energy ... -8368.2199 eV
Relative energy (zero: lowest compared OMol25 entry of this formula, charge and spin) ... 59.7 kcal/mol
HOMO level ... -14.39 eV
Total charge ... +1